Here is a cluster of 2 separate species, C2H8O2 in total from the OMol25 dataset. Energies are from ωB97M-V with the def2-TZVPD basis set.

Output
SMILES string: CO.CO
orbital gap: 10.80 eV
E_LUMO: 0.01606 hartree
calculated total energy: -231.4228 hartree
highest occupied orbital energy: -10.360 eV

ORCA input file:
```
! wB97M-V def2-TZVPD RIJCOSX def2/J DEFGRID3
* xyz 0 1
C -2.95272 -0.61077 -0.58979
O -2.25015 -0.69331 -1.86618
H -3.18762 -1.65926 -0.40554
H -2.35692 -0.03027 0.10218
H -3.92759 -0.18600 -0.85461
H -1.61266 0.00905 -1.96212
C 2.72590 0.79193 1.21518
O 3.27311 -0.04060 0.20047
H 3.49806 1.00976 1.94391
H 2.24754 1.65373 0.75165
H 1.95281 0.23782 1.76569
H 2.59023 -0.48207 -0.30084
*
```

***

Here is a cluster of 2 separate species, C2H8O2 in total from the OMol25 dataset. Energies are from ωB97M-V with the def2-TZVPD basis set.

Output
SMILES string: CO.CO
orbital gap: 10.52 eV
E_LUMO: 0.03220 hartree
calculated total energy: -231.3838 hartree
highest occupied orbital energy: -9.649 eV

ORCA input file:
```
! wB97M-V def2-TZVPD RIJCOSX def2/J DEFGRID3
* xyz 0 1
C 0.70588 -1.39660 -0.01992
O 1.86834 -2.06835 -0.46936
H -0.25863 -1.97463 -0.34571
H 0.67097 -0.60530 -0.81498
H 0.65857 -1.20278 1.00069
H 2.54791 -2.22037 0.16233
C -1.14741 1.43694 0.46720
O -0.31471 1.70654 -0.69508
H -1.77327 0.65540 0.43140
H -0.57795 1.45664 1.36735
H -1.61373 2.52997 0.53578
H -0.76597 1.68253 -1.61971
*
```

***

Here is a cluster of 2 separate species, C2H8O2 in total from the OMol25 dataset. Energies are from ωB97M-V with the def2-TZVPD basis set.

Output
SMILES string: CCO.O
orbital gap: 10.99 eV
E_LUMO: 0.02344 hartree
calculated total energy: -231.4528 hartree
highest occupied orbital energy: -10.357 eV

ORCA input file:
```
! wB97M-V def2-TZVPD RIJCOSX def2/J DEFGRID3
* xyz 0 1
C 1.56206 0.65324 -0.00102
C 1.07892 -0.77529 -0.25832
O -0.17156 -0.79606 -0.93731
H 1.04317 1.33084 -0.67283
H 1.58846 0.94274 1.04987
H 2.62246 0.72532 -0.16185
H 1.05413 -1.38512 0.64636
H 1.74663 -1.23971 -0.94429
H -0.85915 -0.53451 -0.31153
O -2.20922 0.73183 0.85354
H -2.19005 0.10916 1.59771
H -1.29798 1.05309 0.85854
*
```

***

Here is a cluster of 2 separate species, C2H8O2P2S in total from the OMol25 dataset. Energies are from ωB97M-V with the def2-TZVPD basis set.

Output
orbital gap (spin up / spin down): 7.00 / 6.93 eV
E_LUMO (spin up / spin down): 0.00362 / 0.00398 hartree
calculated total energy: -1312.2575 hartree
highest occupied orbital energy (spin up / spin down): -6.902 / -6.817 eV

ORCA input file:
```
! wB97M-V def2-TZVPD RIJCOSX def2/J DEFGRID3
* xyz 0 1
C -0.01970 -1.74448 0.60446
C 1.09470 -0.70661 0.50419
O -1.35623 1.77231 1.05093
O 2.66105 1.13928 1.56481
P -1.37600 0.89567 -1.63112
P -0.10491 1.67141 -0.01141
S 1.99732 -0.37147 1.88721
H -0.46981 -1.71912 1.54435
H 0.39177 -2.74341 0.50298
H -0.87613 -1.55221 -0.02880
H 1.45809 -0.56382 -0.43081
H -1.06498 2.20566 1.81828
H 3.57991 1.12665 1.86912
H -0.63347 1.55357 -2.66141
H -2.28260 1.91849 -1.35477
*
```

***

Here is the molecule C2H8O2P2Si from the OMol25 dataset. Energies are from ωB97M-V with the def2-TZVPD basis set.

Output
SMILES string: C[Si](C)=P(=O)OP
orbital gap (spin up / spin down): 6.57 / 6.58 eV
E_LUMO (spin up / spin down): -0.05058 / -0.05052 hartree
calculated total energy: -1203.6056 hartree
highest occupied orbital energy (spin up / spin down): -7.949 / -7.950 eV

ORCA input file:
```
! wB97M-V def2-TZVPD RIJCOSX def2/J DEFGRID3
* xyz 0 1
C -1.01026 -0.25504 1.55727
Si -0.26228 -1.27014 0.09871
C -1.51983 -1.14056 -1.32663
P 1.99774 -0.64887 0.66091
O 2.98908 -1.52337 -0.00696
O 1.83956 0.61821 -0.45061
P 0.92472 2.03437 -0.45777
H -1.09819 -0.85936 2.49100
H -0.27223 0.45739 1.73361
H -1.91289 0.49942 1.44951
H -1.04316 -1.37505 -2.38229
H -2.21986 -1.82503 -1.01854
H -1.80794 -0.05433 -1.26417
H 1.78243 2.76544 0.35765
H 1.61310 2.57692 -1.44169
*
```

***

Here is a cluster of 2 separate species, C2H8O2Si in total from the OMol25 dataset. Energies are from ωB97M-V with the def2-TZVPD basis set.

Output
orbital gap (spin up / spin down): 7.65 / 7.65 eV
E_LUMO (spin up / spin down): -0.05135 / -0.05125 hartree
calculated total energy: -520.8847 hartree
highest occupied orbital energy (spin up / spin down): -9.048 / -9.050 eV

ORCA input file:
```
! wB97M-V def2-TZVPD RIJCOSX def2/J DEFGRID3
* xyz 0 1
C -0.16562 0.94645 -1.67318
C -0.14728 1.74883 -0.50458
O 0.31829 -2.48486 1.01989
O 1.02044 0.07174 0.77851
Si -0.04622 -1.01530 1.39922
H 0.67864 0.88449 -2.26380
H -0.14041 -0.01790 -1.02703
H -1.02680 0.72215 -2.33785
H -0.90600 1.86845 0.29260
H 0.81216 2.35355 -0.43475
H 1.06305 -3.09715 1.01152
H -0.12130 -1.03025 2.96688
H -1.33894 -0.95021 0.77256
*
```

***

Number 1: F_max 2.7 eV/A. Number 2: F_max 7.5 eV/A. Number 3: F_max 1.1 eV/A. Number 4: F_max 3.7 eV/A. Number 5: F_max 5.0 eV/A. Number 6: F_max 4.1 eV/A.